The following is a quantum chemistry calculation of a cluster of 20 separate species, C48H130F6NO39S21 in total, from the OMol25 dataset.

Positions of all 245 atoms, in Å:
C  -1.10715  -0.87101  -0.47138
F  -2.19190  -1.29436  0.24984
F  -0.03457  -0.97361  0.34441
F  -0.97639  -1.75046  -1.46332
S  -1.39121  0.76617  -1.05530
O  -2.58387  0.61404  -1.83875
O  -1.46950  1.50257  0.15914
N  -0.24127  1.14067  -2.01146
S  1.08066  2.02284  -1.67610
O  1.42883  2.87062  -2.78760
O  1.17241  2.58213  -0.33912
C  2.41867  0.72533  -1.75943
F  2.19004  0.02522  -2.80318
F  3.59690  1.35778  -1.82105
F  2.32099  -0.02831  -0.73353
O  4.14587  6.74751  -1.90789
S  3.33179  6.09625  -0.89238
O  3.86601  4.81531  -0.54469
O  3.18952  7.05141  0.38213
C  4.45067  7.69762  0.78317
C  4.16524  8.22160  2.20679
C  1.57692  5.87314  -1.24674
H  4.64328  8.57455  0.20035
H  5.20052  6.91591  0.67069
H  4.04841  7.42795  2.93123
H  3.28530  8.81129  2.20587
H  5.04518  8.77915  2.46526
H  1.13444  5.35864  -0.39272
H  1.61410  5.19895  -2.06292
H  1.12307  6.84182  -1.46185
O  -2.91217  -6.43254  -4.33812
S  -1.54192  -6.20707  -4.04756
O  -1.24583  -5.20720  -3.03979
O  -0.77239  -7.58385  -3.67196
C  0.61795  -7.57340  -3.42324
C  0.84877  -8.55500  -2.33222
C  -0.76345  -5.77363  -5.52483
H  0.85674  -6.60665  -2.95861
H  1.06335  -7.81414  -4.36350
H  0.80716  -8.00377  -1.38599
H  1.84047  -8.98848  -2.41418
H  0.00629  -9.31948  -2.29985
H  -1.40198  -4.90322  -5.75903
H  -1.01166  -6.70921  -6.13973
H  0.25499  -5.44940  -5.51808
O  -6.32087  -0.66013  -2.33181
S  -6.39155  -1.24381  -1.02939
O  -7.49754  -0.95895  -0.09757
O  -6.23587  -2.84284  -1.19965
C  -6.87755  -3.73818  -0.32775
C  -8.05542  -4.33509  -1.10580
C  -4.92176  -0.83126  -0.11149
H  -7.21778  -3.21803  0.61540
H  -6.12525  -4.48436  -0.05936
H  -7.70702  -4.80870  -2.08230
H  -8.80276  -3.65754  -1.39444
H  -8.55124  -5.03037  -0.40853
H  -5.07639  0.17983  0.23305
H  -4.10573  -0.77726  -0.82413
H  -4.85019  -1.64110  0.57751
O  -3.84109  -1.39394  5.80512
S  -3.70216  -0.84859  4.46513
O  -4.75707  -0.69374  3.52089
O  -3.14918  0.59215  4.56985
C  -2.26514  0.86390  5.70858
C  -2.39866  2.33520  5.99577
C  -2.31782  -1.66202  3.64901
H  -1.21500  0.74089  5.35865
H  -2.53840  0.32519  6.66011
H  -2.92321  2.65455  5.07120
H  -1.38702  2.85118  5.99833
H  -3.02850  2.68640  6.81190
H  -2.07950  -1.04248  2.76034
H  -2.73796  -2.63985  3.34103
H  -1.49154  -1.71400  4.33943
O  -5.13463  -1.81053  -5.34653
S  -3.76249  -1.83546  -5.00374
O  -2.89457  -2.65197  -5.77640
O  -3.25860  -0.38894  -5.12293
C  -4.12745  0.69563  -4.63580
C  -3.26078  1.91430  -4.91575
C  -3.56946  -2.32372  -3.31888
H  -4.28109  0.51248  -3.55874
H  -5.07642  0.59044  -5.15579
H  -3.29759  2.17385  -5.99066
H  -2.22724  1.73723  -4.65349
H  -3.62444  2.79768  -4.48030
H  -3.79069  -1.57730  -2.58203
H  -2.48552  -2.61752  -3.21893
H  -4.18188  -3.19557  -3.20348
O  0.48127  6.06982  3.23125
S  -0.68353  6.38459  2.47313
O  -1.10184  5.39956  1.49418
O  -1.78645  6.85541  3.47193
C  -3.25094  6.81062  2.94841
C  -4.12702  7.45728  4.02612
C  -0.37197  7.95054  1.67349
H  -3.53907  5.82376  2.92979
H  -3.14432  7.22172  2.00896
H  -4.41414  6.72868  4.72962
H  -5.00900  7.92650  3.55264
H  -3.59636  8.27579  4.47441
H  -1.12932  8.12209  0.85689
H  0.60654  7.81702  1.28568
H  -0.36028  8.73682  2.39441
O  0.39037  -1.29883  5.75320
S  1.11436  -0.97702  4.49277
O  0.91738  -1.68885  3.24057
O  0.96333  0.50910  4.11704
C  0.50048  0.95522  2.71222
C  -0.25560  2.30515  2.98140
C  2.83224  -1.07310  4.80333
H  -0.13202  0.19459  2.30334
H  1.44859  1.02325  2.09358
H  0.38718  2.88006  3.63204
H  -1.16306  2.10258  3.54591
H  -0.56378  2.84732  2.06856
H  2.95056  -0.35947  5.64624
H  3.32391  -0.71061  3.95330
H  3.17841  -2.06621  5.03636
O  2.51631  -4.49206  -4.96286
S  2.12216  -3.11274  -4.80118
O  3.19060  -2.10881  -4.82895
O  1.09560  -2.91198  -5.98951
C  0.23337  -1.68725  -5.96071
C  -0.16536  -1.49876  -7.34936
C  1.13027  -2.88973  -3.34758
H  0.85570  -0.80783  -5.63052
H  -0.59010  -1.83952  -5.28682
H  -0.66776  -0.44723  -7.48347
H  -0.90933  -2.30521  -7.67591
H  0.66560  -1.48764  -8.00430
H  0.31401  -3.57813  -3.43316
H  0.82893  -1.87609  -3.24060
H  1.80414  -3.09314  -2.50278
C  6.00855  3.07515  -6.17068
S  4.79801  1.75558  -5.97355
O  5.40852  0.73219  -5.05544
C  3.52475  2.69921  -4.96335
H  5.40887  3.99090  -6.28920
H  6.61357  2.77247  -6.98253
H  6.63988  3.03855  -5.26718
H  2.90181  1.89171  -4.53552
H  2.93162  3.29109  -5.64868
H  4.03210  3.31239  -4.20996
C  -5.02129  -4.53999  4.50606
S  -5.70280  -4.16849  2.82569
O  -6.04921  -5.44514  2.10907
C  -7.24079  -3.58877  3.56662
H  -5.47058  -5.51611  4.83261
H  -5.09308  -3.68815  5.26132
H  -3.92423  -4.82941  4.35556
H  -7.85093  -3.34399  2.70120
H  -7.06758  -2.65405  4.04327
H  -7.57333  -4.33751  4.25771
C  -3.74563  3.26214  1.62020
S  -5.19882  4.07817  2.38601
O  -5.95067  4.68108  1.29931
C  -6.12232  2.62010  2.89176
H  -3.61010  2.31818  2.15372
H  -2.88042  3.92702  1.50088
H  -4.19615  3.06675  0.58262
H  -7.02637  3.03632  3.38412
H  -5.60426  2.11998  3.70691
H  -6.22807  2.06599  1.94347
C  0.00691  -4.56199  4.87548
S  1.50544  -5.35914  4.15626
O  2.74363  -4.51193  4.39131
C  1.71948  -6.67235  5.38484
H  -0.79793  -5.28561  4.85759
H  -0.35084  -3.81557  4.24237
H  0.34590  -4.15172  5.80451
H  2.40481  -7.39349  4.92483
H  0.77534  -7.30250  5.51372
H  1.99897  -6.12117  6.29469
C  -2.62667  4.71293  -1.59860
S  -3.53975  5.75929  -0.49739
O  -2.92325  7.06395  -0.40821
C  -5.07514  6.19202  -1.50389
H  -1.64017  4.53961  -1.12890
H  -2.53410  5.13593  -2.59395
H  -3.08259  3.76807  -1.70875
H  -5.59478  5.29229  -1.77532
H  -4.68897  6.79493  -2.34810
H  -5.64432  6.80794  -0.81646
C  6.41209  0.23373  3.17808
S  5.99233  -0.51559  1.49468
O  4.47419  -0.35015  1.41446
C  6.21283  -2.23779  2.01592
H  5.62321  -0.25334  3.69944
H  6.36721  1.33593  3.03482
H  7.35985  -0.21796  3.53463
H  7.10331  -2.46895  2.62515
H  6.29671  -2.92373  1.15051
H  5.32778  -2.46907  2.63667
C  6.43021  2.53546  -1.82868
S  7.86026  3.73506  -2.03397
O  7.98894  4.03131  -3.51267
C  7.18797  5.20568  -1.29843
H  6.81950  1.70027  -2.39926
H  5.56603  2.95379  -2.47008
H  6.18392  2.35056  -0.79571
H  7.97480  5.94103  -1.48026
H  7.10478  5.07949  -0.18589
H  6.22507  5.57803  -1.63452
C  2.14408  -3.07043  0.19556
S  1.86884  -4.87625  0.13933
O  1.94380  -5.40772  -1.23583
C  3.35153  -5.25183  1.05548
H  3.13667  -2.81299  0.05428
H  1.76043  -2.71866  1.17124
H  1.65860  -2.53014  -0.58330
H  4.36177  -5.06636  0.68454
H  3.27896  -6.28474  1.22413
H  3.29766  -4.85718  2.08481
C  -3.02680  -4.21820  -0.27712
S  -1.87465  -4.55142  1.16461
O  -2.71571  -4.67648  2.43367
C  -1.41946  -6.21302  0.62824
H  -3.62057  -5.08762  -0.53612
H  -2.33050  -3.91909  -1.07114
H  -3.63704  -3.31336  -0.08809
H  -0.83512  -6.59838  1.41719
H  -0.78537  -6.11554  -0.28510
H  -2.33300  -6.88162  0.47196
C  5.68929  -4.58050  -3.34178
S  5.19434  -3.41468  -2.07583
O  5.65367  -3.89924  -0.72888
C  6.21721  -2.05447  -2.58267
H  5.49363  -4.18042  -4.32457
H  5.05977  -5.48364  -3.12649
H  6.77104  -4.81226  -3.31917
H  6.53859  -1.55122  -1.70985
H  5.66962  -1.35772  -3.22504
H  7.08034  -2.46111  -3.07224
C  3.84366  4.84713  3.43917
S  4.94591  4.10687  2.23025
O  6.14367  3.61470  3.00800
C  3.91212  2.60011  2.04797
H  3.00460  5.27723  2.87387
H  4.37092  5.72371  3.87494
H  3.58141  4.15747  4.23891
H  2.88816  2.91523  1.89306
H  4.17389  2.11000  2.97780
H  4.29276  2.04661  1.13985

Cartesian forces, eV/Å:
0.19 -2.32 1.38
0.82 0.50 -0.20
-0.69 0.21 -0.67
0.35 -0.03 -0.18
-0.70 1.66 -0.66
-0.30 -0.21 -0.06
-0.15 0.51 0.85
1.59 0.65 -0.29
0.58 -0.11 0.79
-0.80 0.00 0.09
-0.47 -0.34 -0.79
-1.06 3.15 0.28
0.35 -1.49 -2.63
-0.05 -0.51 0.07
0.50 -1.46 2.33
-1.42 0.40 0.61
0.37 -0.25 -0.89
-0.30 -0.34 0.69
0.31 0.14 -0.66
-1.42 -0.44 1.44
1.32 -1.50 -0.88
1.14 0.93 0.77
0.12 0.10 -0.96
0.42 0.39 0.37
-0.08 -0.13 0.00
-0.73 0.77 -0.07
0.27 0.62 0.45
0.07 0.15 0.05
-0.29 -0.59 -1.02
-0.01 -0.23 -0.06
-0.28 -1.04 0.10
1.87 0.66 1.51
0.04 -0.57 -0.13
-3.20 0.65 -0.42
-0.12 1.14 0.96
-0.84 -1.11 1.03
-1.86 -0.79 -1.27
0.54 0.09 -0.95
0.86 0.11 -0.46
0.04 -0.26 -0.03
-0.02 -0.35 0.06
1.35 0.62 -0.21
0.26 -0.34 -0.70
0.63 1.72 0.24
0.74 -0.25 0.36
-0.28 -0.27 0.04
-0.93 0.25 2.16
1.24 -0.63 -1.81
0.88 2.27 -0.93
-1.33 -0.33 0.67
1.22 -1.80 0.23
-0.63 0.05 -1.89
0.32 -0.48 -1.10
-0.33 0.01 0.00
-0.31 0.21 1.50
-0.78 1.49 -0.17
0.21 -0.28 -0.60
-0.08 0.01 0.70
0.03 -0.25 0.17
0.38 -0.02 1.08
-0.67 0.20 -1.33
1.67 -1.44 0.10
-0.98 -0.55 0.04
0.56 1.08 1.49
0.88 0.52 1.23
0.42 1.66 -1.65
-1.57 0.22 -0.49
-0.90 -0.71 0.46
0.39 -0.21 -1.61
0.41 0.67 0.50
-1.30 -0.55 0.22
0.18 -0.47 0.24
-0.14 -0.45 0.52
0.64 0.26 0.11
0.09 -0.20 0.19
-1.43 -0.27 -0.09
-0.77 -0.56 0.33
0.98 -0.43 -0.41
0.83 0.75 0.13
0.96 -0.33 0.59
-0.53 -0.51 -1.68
2.06 -0.37 -0.28
0.00 0.29 -0.45
0.06 0.39 -0.07
0.16 -0.47 0.24
0.11 -0.06 0.34
-0.51 1.07 1.16
-0.31 0.49 -0.06
-1.13 0.23 -0.05
-0.38 -0.45 0.13
0.27 -0.11 0.64
0.51 0.62 -1.25
-0.37 0.73 0.85
-1.83 -1.02 0.09
1.56 1.13 3.06
0.40 1.25 -2.17
-1.31 -0.81 -1.19
-0.13 -2.24 -0.50
-0.54 1.17 -1.98
-0.38 -0.71 0.94
0.21 -0.51 0.17
0.31 0.31 0.48
0.74 -0.24 0.83
0.93 0.07 -0.70
-0.12 0.38 0.60
1.11 0.76 -2.85
0.07 -1.99 0.12
-0.83 -0.50 1.12
-0.86 1.45 -0.32
0.73 1.29 0.42
0.56 -1.27 -0.34
-0.52 0.94 2.14
-0.19 -0.32 0.01
-1.21 0.10 0.78
0.15 0.60 -0.08
-0.08 -0.19 -0.04
0.62 -0.40 0.36
0.40 -0.57 -0.35
0.65 0.58 -1.42
-0.31 -0.45 0.19
-0.29 0.40 0.38
1.84 0.55 -0.21
-1.73 -1.12 0.03
-0.58 0.90 0.63
2.10 0.48 0.72
-3.39 1.15 -1.53
1.34 -0.41 -0.06
-0.42 -0.97 -0.05
-0.28 -0.21 0.25
0.64 -2.00 0.36
0.99 1.21 0.37
0.96 -0.15 -0.61
-0.46 -0.42 0.32
-0.38 0.84 -0.28
-0.28 -0.41 -0.41
-0.86 -0.24 1.47
-0.70 -0.19 0.96
-0.15 0.49 -0.30
0.92 -1.24 -0.40
0.76 -0.11 -0.16
0.54 0.16 -1.14
-0.38 0.49 -0.13
0.39 0.64 -0.09
-0.10 0.22 -0.09
-0.26 -0.23 -0.07
1.85 -1.09 0.09
0.08 -0.19 0.96
0.27 0.45 0.73
0.41 0.20 -1.37
-0.13 1.11 -0.11
-0.14 -1.12 -1.21
-1.40 0.73 0.14
-0.66 -0.46 0.21
0.39 0.76 0.64
-0.63 -0.36 0.05
-1.79 -0.40 -1.32
1.71 -0.51 1.98
-1.29 0.98 -1.67
0.09 0.73 0.06
0.52 0.15 -0.12
-0.29 -0.39 0.43
0.87 -0.05 1.28
0.15 -0.41 -0.94
0.36 -0.43 -0.35
-0.53 -0.23 0.80
1.36 -1.37 -0.09
0.15 0.25 -0.13
-1.11 -0.21 -0.05
-1.81 -0.74 -0.35
0.02 -0.46 0.61
-0.04 1.49 -1.22
-0.35 0.12 0.80
0.49 0.56 0.58
0.93 1.19 0.00
0.27 -0.73 -0.20
1.12 0.75 -0.35
-2.91 -1.58 -0.09
1.91 2.70 0.15
1.88 -0.20 0.33
-0.39 0.25 -0.21
0.23 0.29 -0.09
-0.82 -1.19 0.13
-0.38 -0.26 -0.26
-0.33 -0.43 0.33
-0.12 -0.06 0.02
0.70 -0.64 -1.97
-0.84 0.07 1.04
1.44 -0.20 -0.06
0.20 -0.96 0.23
-0.83 0.28 0.94
0.12 -0.78 0.60
-0.32 0.75 -0.33
-0.14 0.70 -0.16
-0.53 0.59 0.22
0.23 0.04 -0.44
-0.16 1.96 -2.36
-0.73 -0.59 -0.59
-0.28 -0.36 0.91
0.11 0.45 1.55
-0.12 -0.53 0.30
1.21 -0.54 1.37
-0.04 -0.09 0.22
-0.16 0.11 -0.01
0.19 -0.16 -0.85
-0.02 -0.32 -0.54
-1.54 -0.55 0.70
0.04 1.41 1.23
0.35 -0.19 -0.91
0.56 0.19 1.08
2.29 0.16 0.14
0.28 -0.19 -0.39
-1.02 0.00 -0.49
-0.48 0.52 -0.72
-0.07 -1.80 0.09
-0.31 0.40 -0.46
0.93 0.89 0.60
-1.71 0.07 -0.15
0.83 -0.10 -1.07
-1.31 -0.19 -1.32
-0.02 -0.06 0.06
-0.21 -0.46 -0.08
0.26 -0.74 0.29
0.79 -0.54 0.91
-0.61 -0.10 0.53
1.17 1.07 0.11
0.15 -1.18 0.58
-1.11 0.08 0.07
0.48 0.00 -0.47
-0.12 -0.04 -0.68
-0.54 0.23 -0.21
0.68 0.71 -0.46
-0.46 0.05 0.42
0.19 0.57 1.06
0.00 -0.25 -0.07
0.55 0.02 -0.41
0.40 1.40 -0.11
0.01 -0.74 0.70
-0.15 0.15 -0.32
1.39 0.68 -1.58
-0.16 -0.44 0.35
-0.12 -0.74 -0.14
-0.18 -0.10 -0.18
-0.27 -0.22 0.12
-0.50 -0.44 0.05
-0.55 0.44 1.18

Properties
Net charge ... -1
Orbital gap ... 8.39 eV
Maximum force ... 3.895 eV/Å